(1)
Density functional theory data (wB97M-V/def2-TZVPD) for a 16-piece molecular cluster, C23H36BCl45NO3PSi2 overall.

**Energy**: -22832.3249 hartree
**Total charge**: 0

Atoms and positions in Å:
C (5.1584, -3.7184, 2.8242)
C (5.1043, -2.5316, 2.6079)
Si (4.8322, -0.7299, 2.3700)
O (3.3027, -0.4326, 1.7729)
Si (2.2197, -0.2791, 3.0426)
N (2.3703, 1.2926, 3.7790)
C (1.3998, 2.3326, 3.3797)
C (1.6313, 2.7978, 1.9523)
P (0.1354, -0.6919, 2.4484)
C (-0.0318, -2.2353, 1.4479)
C (-1.3049, -2.1298, 0.5826)
C (-0.9210, -0.7878, 3.9569)
C (-2.2193, 0.0474, 3.8018)
B (6.3238, 0.2248, 1.4025)
O (7.3445, 0.7447, 2.1652)
O (6.4112, 0.4201, 0.0501)
H (5.2563, -4.7559, 3.0468)
H (4.8317, -0.1838, 3.7496)
H (2.6497, -1.2848, 4.0515)
H (2.3491, 1.1368, 4.7835)
H (0.3544, 2.0645, 3.5531)
H (1.5862, 3.2006, 4.0167)
H (0.8111, 3.4764, 1.6895)
H (1.6095, 1.9890, 1.2202)
H (2.5608, 3.3628, 1.8643)
H (-0.1750, -3.0657, 2.1500)
H (0.8554, -2.4368, 0.8479)
H (-1.2755, -2.7949, -0.2810)
H (-2.2024, -2.2776, 1.1874)
H (-1.3587, -1.1001, 0.2181)
H (-0.3667, -0.4777, 4.8470)
H (-1.2189, -1.8270, 4.1317)
H (-2.4905, 0.5616, 4.7244)
H (-3.0309, -0.6175, 3.4963)
H (-2.0953, 0.7690, 2.9940)
H (7.3393, 0.4096, 3.0668)
H (7.3371, 0.5919, -0.1690)
C (-2.0845, 0.9499, -2.5767)
Cl (-3.8319, 0.9819, -2.8130)
Cl (-1.6673, 1.6613, -1.0142)
Cl (-1.4569, -0.6911, -2.7155)
H (-1.6290, 1.5481, -3.3562)
C (6.9227, -2.8671, -1.6499)
Cl (6.4177, -4.1607, -2.7496)
Cl (5.9999, -2.9358, -0.1550)
Cl (8.6552, -2.9583, -1.3268)
H (6.7183, -1.9197, -2.1326)
C (-1.1961, -0.3484, -6.9561)
Cl (0.0453, -1.6014, -7.0229)
Cl (-2.6353, -0.9265, -6.1240)
Cl (-0.5430, 1.0993, -6.1808)
H (-1.4786, -0.0890, -7.9677)
C (2.5655, 0.7638, -2.7300)
Cl (1.6177, -0.2191, -3.8452)
Cl (2.7245, 2.4156, -3.3407)
Cl (1.8602, 0.7602, -1.1186)
H (3.5562, 0.3337, -2.6618)
C (-1.7929, 4.6409, 4.6912)
Cl (-2.3194, 3.9223, 3.1712)
Cl (-3.1636, 4.9018, 5.7711)
Cl (-0.5573, 3.6452, 5.4674)
H (-1.3500, 5.6029, 4.4694)
C (2.2402, -5.5335, 5.4001)
Cl (2.0025, -4.9578, 7.0522)
Cl (0.7102, -6.0532, 4.6891)
Cl (3.0137, -4.3011, 4.3988)
H (2.9003, -6.3920, 5.4274)
C (-6.5896, 4.1763, -2.6714)
Cl (-7.4194, 4.7449, -1.2279)
Cl (-4.8417, 4.1974, -2.4493)
Cl (-7.1490, 2.5588, -3.1143)
H (-6.8323, 4.8478, -3.4832)
C (-11.2505, 4.8551, -2.7252)
Cl (-11.6947, 3.3631, -3.5536)
Cl (-11.0159, 4.5697, -1.0005)
Cl (-9.8119, 5.5785, -3.4569)
H (-12.0621, 5.5625, -2.8422)
C (2.9817, -9.4196, 3.3654)
Cl (4.0257, -10.8066, 3.0732)
Cl (1.6622, -9.8367, 4.4523)
Cl (3.9181, -8.0620, 4.0116)
H (2.5586, -9.1069, 2.4198)
C (-4.6839, 4.8678, 9.6462)
Cl (-5.3531, 3.7483, 10.8325)
Cl (-5.6833, 4.9156, 8.1938)
Cl (-4.5015, 6.4803, 10.3365)
H (-3.7020, 4.5108, 9.3634)
C (7.8864, -4.8942, -6.0499)
Cl (8.9539, -6.2439, -6.4392)
Cl (8.5640, -3.3698, -6.6176)
Cl (6.2733, -5.1523, -6.7184)
H (7.7968, -4.8372, -4.9731)
C (-7.1644, 8.6473, -3.4020)
Cl (-7.4047, 7.2893, -4.5144)
Cl (-8.3516, 8.6233, -2.1037)
Cl (-5.5251, 8.6311, -2.7590)
H (-7.3004, 9.5598, -3.9670)
C (2.2328, -5.5232, -7.0114)
Cl (1.5246, -6.6345, -5.8404)
Cl (1.4180, -5.6492, -8.5703)
Cl (2.1838, -3.8650, -6.4123)
H (3.2699, -5.7987, -7.1512)
C (11.1201, -6.4759, -1.6981)
Cl (10.6772, -7.6814, -0.4906)
Cl (9.9167, -6.4020, -2.9859)
Cl (11.3146, -4.8857, -0.9614)
H (12.0671, -6.7666, -2.1330)
C (-13.9035, 8.2261, -4.7457)
Cl (-13.4582, 9.9018, -5.0565)
Cl (-12.5090, 7.3078, -4.1632)
Cl (-15.2392, 8.1289, -3.6005)
H (-14.2256, 7.7832, -5.6789)

***

(2)
Density functional theory data (wB97M-V/def2-TZVPD) for a 9-piece molecular cluster, C23H36Cl8O15 overall.

**SMILES**: O=C1OCCO1.O=C1OCCO1.O=C1OCCO1.O=C1OCCO1.O=C1OCCO1.ClCCCl.ClCCCl.ClCCCl.ClCCCl
**Relative energy (zero: lowest compared OMol25 entry of this formula, charge and spin)**: 107.8 kcal/mol
**Energy**: -5708.0263 hartree
**Total charge**: 0

Atoms and positions in Å:
O (-5.5183, 6.4650, 2.8880)
C (-6.4465, 7.3679, 2.9632)
O (-6.6132, 8.4597, 2.2838)
C (-7.5005, 9.3606, 2.9601)
C (-8.3316, 8.4001, 3.7779)
O (-7.3810, 7.4014, 3.9837)
H (-6.9473, 10.0116, 3.6369)
H (-7.9344, 10.0756, 2.2611)
H (-9.1461, 8.0996, 3.1189)
H (-8.8430, 8.8298, 4.6393)
O (5.8385, -9.7571, 1.9493)
C (4.9247, -8.9392, 1.8257)
O (3.7945, -9.1625, 1.0954)
C (2.9541, -8.0039, 1.0515)
C (3.7045, -7.0102, 1.9709)
O (4.8020, -7.6935, 2.3606)
H (2.7793, -7.5131, 0.0941)
H (1.9555, -8.1506, 1.4631)
H (2.9932, -6.8665, 2.7842)
H (3.8796, -6.1123, 1.3784)
O (0.5201, -0.9880, 6.1263)
C (-0.0442, 0.0336, 6.5740)
O (0.6337, 1.1732, 6.8613)
C (-0.3529, 2.2157, 6.9241)
C (-1.5604, 1.4664, 7.3722)
O (-1.3477, 0.1780, 6.8211)
H (-0.1002, 2.9909, 7.6475)
H (-0.5464, 2.7687, 6.0050)
H (-2.4729, 1.6394, 6.8016)
H (-1.6853, 1.4569, 8.4549)
O (-10.1160, 2.2652, -0.0659)
C (-9.8543, 1.3076, -0.7397)
O (-10.7110, 0.5869, -1.5113)
C (-10.0227, -0.5321, -2.1393)
C (-8.6230, -0.4705, -1.5991)
O (-8.6213, 0.8270, -0.9648)
H (-10.5806, -1.4268, -1.8629)
H (-9.9485, -0.5036, -3.2264)
H (-7.9014, -0.4507, -2.4157)
H (-8.4762, -1.4176, -1.0801)
O (10.3251, 7.6899, 2.7570)
C (10.1360, 6.9690, 1.8446)
O (8.9516, 6.6580, 1.4926)
C (8.8614, 5.6667, 0.4810)
C (10.2684, 5.4662, 0.1027)
O (10.9509, 6.2668, 1.0729)
H (8.3773, 4.7714, 0.8711)
H (8.4872, 6.0658, -0.4618)
H (10.4566, 5.8965, -0.8809)
H (10.5889, 4.4245, 0.1193)
Cl (-1.7716, -8.4508, -6.6469)
C (-1.1889, -7.3341, -7.9724)
C (0.0624, -6.5924, -7.5376)
Cl (-0.1843, -5.7827, -5.9685)
H (-2.0415, -6.6958, -8.2042)
H (-0.9948, -7.8785, -8.8965)
H (0.2870, -5.7673, -8.2136)
H (0.9660, -7.1967, -7.6171)
Cl (11.3440, -1.0302, 3.4887)
C (10.8876, -2.2197, 2.2833)
C (9.5708, -2.8450, 2.6225)
Cl (8.2378, -1.6307, 2.5882)
H (11.6824, -2.9657, 2.2883)
H (10.8759, -1.6957, 1.3276)
H (9.6332, -3.2221, 3.6432)
H (9.3439, -3.7540, 2.0654)
Cl (-5.3677, -1.9625, -7.7629)
C (-4.9184, -0.8847, -8.9852)
C (-3.8644, 0.0987, -8.4291)
Cl (-4.3887, 1.0489, -6.9909)
H (-5.8436, -0.3420, -9.1790)
H (-4.6948, -1.5376, -9.8289)
H (-3.6407, 0.8148, -9.2198)
H (-2.8893, -0.3725, -8.3062)
Cl (-1.6709, -1.2451, 0.3944)
C (-0.6394, 0.2206, 0.1286)
C (0.7927, -0.2207, -0.1982)
Cl (1.6747, 1.2773, -0.6323)
H (-0.6927, 0.7667, 1.0704)
H (-1.1533, 0.6866, -0.7122)
H (0.7574, -0.8211, -1.1073)
H (1.2733, -0.7236, 0.6409)

***

(3)
Density functional theory data (wB97M-V/def2-TZVPD) for C23H36EuF6O2PSi2 as an isolated structure.

**Multiplicity**: 7
**Energy**: -3278.5426 hartree
**Total charge**: 0

Atoms and positions in Å:
Eu (-0.9866, -1.1699, 0.1291)
C (-2.8490, 0.7085, -3.3831)
Si (-3.6966, 1.6180, -1.9916)
C (-3.2409, 3.4209, -2.0899)
C (-5.5341, 1.4071, -2.1129)
C (-3.0626, 0.9517, -0.4231)
C (-2.5789, 0.5145, 0.6306)
H (-3.0157, 1.2042, -4.3458)
H (-3.2146, -0.3192, -3.4678)
H (-1.7707, 0.6658, -3.2054)
H (-3.6257, 3.8763, -3.0092)
H (-2.1527, 3.5408, -2.0778)
H (-3.6480, 3.9732, -1.2392)
H (-5.9025, 1.7999, -3.0666)
H (-6.0415, 1.9402, -1.3050)
H (-5.8068, 0.3507, -2.0489)
C (1.4060, -5.1321, 1.7927)
Si (-0.0209, -4.7218, 2.9234)
C (-1.4915, -5.7553, 2.4632)
C (0.4651, -5.0028, 4.6939)
C (-0.4350, -2.9675, 2.6830)
C (-0.7411, -1.7987, 2.4127)
H (1.5320, -6.2148, 1.6860)
H (2.3447, -4.7235, 2.1808)
H (1.2263, -4.7139, 0.7981)
H (-1.2615, -6.8251, 2.5072)
H (-1.8126, -5.5169, 1.4459)
H (-2.3257, -5.5553, 3.1395)
H (0.7251, -6.0497, 4.8859)
H (-0.3635, -4.7304, 5.3526)
H (1.3257, -4.3824, 4.9568)
C (3.1060, -1.3925, 1.7923)
C (2.5868, -1.5426, 0.3927)
C (3.5586, -1.6894, -0.7419)
O (1.3889, -1.5371, 0.1937)
H (3.4233, -0.3524, 1.9296)
H (3.9797, -2.0247, 1.9604)
H (2.3093, -1.6143, 2.5010)
H (4.1890, -2.5643, -0.5724)
H (4.2202, -0.8194, -0.7648)
H (3.0328, -1.7879, -1.6879)
F (-0.5678, -1.7510, -1.9961)
P (-1.4749, -3.1663, -1.9024)
F (-0.2738, -3.9705, -2.5111)
F (-2.1310, -2.8388, -3.2848)
F (-0.7938, -3.3174, -0.3714)
F (-2.5871, -2.1898, -1.1172)
F (-2.3607, -4.4254, -1.6341)
C (2.5510, 6.4424, 1.2581)
C (2.0816, 5.1651, 0.6128)
C (1.5306, 4.1416, 1.3684)
C (1.0690, 2.9634, 0.7949)
C (0.4737, 1.9131, 1.6958)
C (1.1726, 2.8254, -0.6050)
C (0.6623, 1.6494, -1.2900)
O (0.1232, 0.7050, -0.7416)
C (1.7391, 3.8536, -1.3923)
C (1.8653, 3.7602, -2.8980)
C (2.1847, 5.0010, -0.7670)
H (2.4952, 6.3855, 2.3442)
H (1.9348, 7.2827, 0.9298)
H (3.5811, 6.6667, 0.9747)
H (1.4496, 4.2617, 2.4431)
H (0.5637, 2.2226, 2.7357)
H (0.9701, 0.9485, 1.5828)
H (-0.5825, 1.7412, 1.4762)
H (0.7587, 1.6265, -2.3841)
H (0.8886, 3.7039, -3.3832)
H (2.4431, 2.8899, -3.2131)
H (2.3699, 4.6461, -3.2796)
H (2.6227, 5.7958, -1.3631)